#w
ORCA calculation (wB97M-V/def2-TZVPD) on 2 unconnected molecules or ions with the total composition C14H16.

## Properties
Gap between HOMO and LUMO in eV: 9.711
SMILES: Cc1ccccc1.Cc1ccccc1
Lowest unoccupied orbital energy in Eh: 0.0334

Geometry as XYZ:
```
30
C14H16 wB97M-V/def2-TZVPD
C 1.04 0.80 2.11
C -0.44 1.24 2.14
C -1.01 2.15 1.19
C -2.35 2.51 1.19
C -2.98 2.22 2.49
C -2.42 1.34 3.42
C -1.12 0.87 3.24
H 1.31 -0.06 2.87
H 1.77 1.66 2.29
H 1.27 0.35 1.10
H -0.30 2.59 0.46
H -2.79 3.12 0.40
H -3.93 2.63 2.77
H -2.81 1.09 4.36
H -0.59 0.27 4.07
C 2.95 -2.03 -3.19
C 1.65 -1.64 -2.60
C 1.07 -2.41 -1.55
C -0.13 -2.07 -0.89
C -0.81 -1.05 -1.48
C -0.29 -0.36 -2.57
C 0.95 -0.52 -3.04
H 2.84 -2.32 -4.22
H 3.27 -2.85 -2.66
H 3.93 -1.44 -3.19
H 1.66 -3.22 -1.05
H -0.39 -2.73 -0.11
H -1.78 -0.92 -1.02
H -0.91 0.57 -2.67
H 1.35 0.20 -3.85
```

#x
ORCA calculation (wB97M-V/def2-TZVPD) on 2 unconnected molecules or ions with the total composition C14H16.

## Properties
Gap between HOMO and LUMO in eV: 9.954
SMILES: Cc1ccccc1.Cc1ccccc1
Lowest unoccupied orbital energy in Eh: 0.0356

Geometry as XYZ:
```
30
C14H16 wB97M-V/def2-TZVPD
C -1.93 -1.23 2.34
C -1.87 -1.77 0.94
C -3.01 -1.78 0.14
C -2.95 -2.35 -1.12
C -1.73 -2.77 -1.66
C -0.59 -2.71 -0.88
C -0.65 -2.21 0.41
H -2.01 -0.14 2.35
H -1.14 -1.55 3.01
H -2.90 -1.50 2.77
H -3.95 -1.47 0.56
H -3.81 -2.37 -1.78
H -1.73 -3.10 -2.69
H 0.31 -3.16 -1.28
H 0.21 -2.17 1.05
C 2.64 2.42 -2.33
C 2.11 2.17 -0.93
C 0.93 1.43 -0.77
C 0.44 1.14 0.50
C 1.08 1.60 1.63
C 2.25 2.33 1.47
C 2.80 2.53 0.21
H 1.85 2.79 -2.97
H 3.16 1.54 -2.71
H 3.38 3.22 -2.24
H 0.46 1.03 -1.66
H -0.51 0.63 0.48
H 0.73 1.48 2.65
H 2.75 2.79 2.31
H 3.68 3.17 0.18
```

Least stable = #w

#w
ORCA calculation (wB97M-V/def2-TZVPD) on 2 unconnected molecules or ions with the total composition C14H16.

## Properties
Gap between HOMO and LUMO in eV: 9.701
SMILES: Cc1ccccc1.Cc1ccccc1
Lowest unoccupied orbital energy in Eh: 0.0290

Geometry as XYZ:
```
30
C14H16 wB97M-V/def2-TZVPD
C -2.81 -1.93 -2.95
C -1.29 -2.10 -2.98
C -0.78 -3.06 -3.85
C 0.58 -3.37 -3.76
C 1.41 -2.45 -3.07
C 0.91 -1.63 -2.16
C -0.48 -1.46 -2.08
H -3.14 -0.97 -2.64
H -3.39 -2.83 -2.54
H -3.38 -1.79 -3.89
H -1.40 -3.59 -4.55
H 0.95 -4.16 -4.42
H 2.38 -2.57 -3.44
H 1.52 -0.88 -1.51
H -0.92 -0.68 -1.45
C -1.37 1.84 3.74
C 0.09 2.11 3.36
C 0.48 3.42 3.29
C 1.74 3.64 2.63
C 2.64 2.60 2.40
C 2.19 1.31 2.46
C 0.87 1.11 2.77
H -1.33 1.18 4.65
H -1.97 1.24 3.16
H -1.88 2.77 4.05
H -0.20 4.25 3.66
H 1.84 4.66 2.30
H 3.58 2.86 2.04
H 2.66 0.41 2.13
H 0.48 0.09 2.64
```

#x
ORCA calculation (wB97M-V/def2-TZVPD) on 2 unconnected molecules or ions with the total composition C14H16.

## Properties
Gap between HOMO and LUMO in eV: 9.811
SMILES: Cc1ccccc1.Cc1ccccc1
Lowest unoccupied orbital energy in Eh: 0.0320

Geometry as XYZ:
```
30
C14H16 wB97M-V/def2-TZVPD
C -0.15 0.78 3.55
C -0.93 -0.34 2.94
C -0.48 -1.04 1.82
C -1.11 -2.16 1.31
C -2.36 -2.48 1.82
C -2.88 -1.77 2.88
C -2.17 -0.73 3.47
H 0.91 0.56 3.51
H -0.41 1.03 4.57
H -0.31 1.73 3.03
H 0.48 -0.65 1.47
H -0.61 -2.70 0.51
H -2.88 -3.35 1.44
H -3.88 -2.02 3.21
H -2.52 -0.21 4.35
C -0.23 1.93 -1.06
C 0.79 1.48 -2.07
C 0.41 0.63 -3.10
C 1.35 -0.03 -3.88
C 2.69 0.31 -3.77
C 3.08 1.13 -2.71
C 2.16 1.67 -1.83
H 0.03 2.90 -0.62
H -0.22 1.27 -0.18
H -1.23 1.95 -1.49
H -0.62 0.37 -3.31
H 1.04 -0.64 -4.72
H 3.43 0.01 -4.49
H 4.14 1.23 -2.55
H 2.40 2.10 -0.86
```

Least stable = #w

#w
ORCA calculation (wB97M-V/def2-TZVPD) on 2 unconnected molecules or ions with the total composition C14H16.

## Properties
Gap between HOMO and LUMO in eV: 9.653
SMILES: Cc1ccccc1.Cc1ccccc1
Lowest unoccupied orbital energy in Eh: 0.0326

Geometry as XYZ:
```
30
C14H16 wB97M-V/def2-TZVPD
C -3.84 0.27 -1.75
C -2.70 1.13 -1.97
C -1.38 0.71 -1.82
C -0.32 1.57 -1.95
C -0.36 2.99 -2.04
C -1.64 3.30 -2.45
C -2.75 2.49 -2.54
H -4.16 -0.07 -0.73
H -3.68 -0.61 -2.37
H -4.76 0.67 -2.15
H -1.20 -0.23 -1.32
H 0.59 1.30 -1.51
H 0.63 3.49 -2.11
H -1.79 4.34 -2.87
H -3.71 2.83 -2.75
C 2.09 -4.14 2.17
C 1.91 -2.63 2.04
C 2.62 -1.90 1.00
C 2.54 -0.50 1.04
C 1.93 0.11 2.07
C 1.12 -0.53 3.00
C 1.15 -1.93 2.98
H 2.63 -4.50 1.36
H 1.07 -4.59 2.16
H 2.59 -4.51 3.07
H 3.06 -2.37 0.22
H 3.36 0.28 0.56
H 2.27 1.08 2.30
H 0.43 -0.11 3.74
H 0.58 -2.52 3.63
```

#x
ORCA calculation (wB97M-V/def2-TZVPD) on 2 unconnected molecules or ions with the total composition C14H16.

## Properties
Gap between HOMO and LUMO in eV: 9.797
SMILES: Cc1ccccc1.Cc1ccccc1
Lowest unoccupied orbital energy in Eh: 0.0337

Geometry as XYZ:
```
30
C14H16 wB97M-V/def2-TZVPD
C -2.32 -0.47 2.09
C -0.81 -0.42 2.21
C 0.02 -0.81 1.16
C 1.40 -0.78 1.28
C 1.96 -0.50 2.52
C 1.15 -0.28 3.63
C -0.22 -0.19 3.45
H -2.65 0.25 1.34
H -2.76 -0.26 3.06
H -2.65 -1.45 1.74
H -0.39 -0.98 0.17
H 2.05 -1.01 0.44
H 3.03 -0.44 2.62
H 1.55 -0.16 4.63
H -0.85 0.09 4.29
C -1.75 -0.67 -2.62
C -0.50 0.13 -2.39
C -0.45 1.17 -1.48
C 0.73 1.83 -1.19
C 1.87 1.52 -1.90
C 1.79 0.63 -2.97
C 0.63 -0.10 -3.19
H -2.65 -0.06 -2.55
H -1.85 -1.50 -1.93
H -1.75 -1.07 -3.64
H -1.39 1.38 -0.98
H 0.76 2.64 -0.47
H 2.86 1.94 -1.71
H 2.60 0.50 -3.67
H 0.57 -0.90 -3.91
```

#y
ORCA calculation (wB97M-V/def2-TZVPD) on 2 unconnected molecules or ions with the total composition C14H16.

## Properties
Gap between HOMO and LUMO in eV: 9.779
SMILES: Cc1ccccc1.Cc1ccccc1
Lowest unoccupied orbital energy in Eh: 0.0330

Geometry as XYZ:
```
30
C14H16 wB97M-V/def2-TZVPD
C 1.52 -0.78 -3.28
C 1.80 0.34 -2.41
C 0.86 0.56 -1.32
C 1.14 1.49 -0.33
C 2.37 2.21 -0.57
C 3.21 2.05 -1.57
C 2.84 1.14 -2.60
H 1.59 -1.72 -2.65
H 2.35 -1.03 -3.92
H 0.61 -0.86 -3.87
H 0.05 -0.21 -1.37
H 0.63 1.62 0.58
H 2.68 2.84 0.22
H 4.13 2.71 -1.60
H 3.56 0.95 -3.40
C -1.83 -2.90 2.19
C -1.90 -1.50 1.87
C -1.88 -0.90 0.60
C -2.06 0.52 0.45
C -2.05 1.24 1.63
C -1.99 0.75 2.90
C -1.99 -0.63 3.01
H -0.88 -3.20 2.26
H -2.14 -3.53 1.34
H -2.29 -3.08 3.18
H -1.93 -1.58 -0.18
H -2.18 0.99 -0.54
H -2.01 2.28 1.71
H -2.12 1.40 3.72
H -2.09 -1.19 3.95
```

Least stable = #w

#w
ORCA calculation (wB97M-V/def2-TZVPD) on a molecular structure, C3H4INO.

## Properties
Gap between HOMO and LUMO in eV: 9.739
Lowest unoccupied orbital energy in Eh: 0.0030

Geometry as XYZ:
```
10
C3H4INO wB97M-V/def2-TZVPD
C 0.31 0.90 0.91
C -0.64 -0.82 -0.10
C 0.32 0.01 -0.93
N 0.72 1.12 -0.33
O -0.97 0.14 0.91
I 0.84 -0.39 -2.89
H 1.02 -0.05 1.60
H -1.57 -1.22 -0.71
H -0.11 -1.77 0.29
H 0.07 2.08 1.25
```

#x
ORCA calculation (wB97M-V/def2-TZVPD) on C3H4INO in the gas phase.

## Properties
Gap between HOMO and LUMO in eV: 8.269
Lowest unoccupied orbital energy in Eh: 0.0027

Geometry as XYZ:
```
10
C3H4INO wB97M-V/def2-TZVPD
C 0.00 -1.21 0.32
C 0.86 -0.41 -0.56
C 1.34 0.69 -0.13
N -1.49 1.51 -0.18
O 1.92 1.60 0.27
I -2.11 -0.29 -0.04
H 0.06 -2.09 -0.14
H 0.19 -1.08 1.31
H 0.95 -0.83 -1.55
H -1.72 2.09 0.70
```

Least stable = #x

#w
ORCA calculation (wB97M-V/def2-TZVPD) on a molecular structure, C5H11N3O.

## Properties
Gap between HOMO and LUMO in eV: 8.675
Lowest unoccupied orbital energy in Eh: 0.0223

Geometry as XYZ:
```
20
C5H11N3O wB97M-V/def2-TZVPD
C -1.36 0.08 0.36
C 0.86 2.35 -0.33
N 0.11 0.13 0.63
C 1.05 0.86 -0.22
C -0.89 -1.09 -0.43
N 0.72 -0.49 1.76
C -1.14 -2.40 -0.28
O -0.32 -0.59 -1.88
N 2.05 0.28 -0.75
H -0.37 0.35 -2.11
H 0.19 -0.26 2.60
H 0.74 -1.50 1.65
H 2.04 -0.72 -0.53
H -1.92 -0.17 1.26
H -1.72 0.91 -0.24
H 0.82 2.79 0.67
H 1.71 2.79 -0.85
H -0.06 2.58 -0.86
H -1.96 -2.76 0.32
H -0.54 -3.14 -0.79
```

#x
ORCA calculation (wB97M-V/def2-TZVPD) on C5H11N3O in the gas phase.

## Properties
Gap between HOMO and LUMO in eV: 9.463
SMILES: [H]/N=C(\N)C(C)(C)C(N)=O
Lowest unoccupied orbital energy in Eh: 0.0233

Geometry as XYZ:
```
20
C5H11N3O wB97M-V/def2-TZVPD
H 1.95 0.22 2.10
N 1.50 0.07 1.20
C 0.23 0.24 1.12
N -0.58 0.96 1.95
C -0.28 -0.28 -0.18
C -0.80 -1.70 -0.02
C -1.28 0.62 -0.89
C 1.26 -0.41 -0.84
N 1.69 0.79 -1.41
O 1.71 -1.48 -1.19
H -1.57 0.96 1.79
H -0.21 1.28 2.83
H -1.14 -2.08 -0.99
H -1.62 -1.73 0.70
H -0.01 -2.37 0.32
H -1.33 0.32 -1.94
H -2.28 0.54 -0.45
H -0.98 1.67 -0.86
H 2.63 0.75 -1.77
H 1.11 1.61 -1.46
```

Least stable = #w

#w
ORCA calculation (wB97M-V/def2-TZVPD) on C5H11N3O in the gas phase.

## Properties
Gap between HOMO and LUMO in eV: 7.254
Lowest unoccupied orbital energy in Eh: 0.0269

Geometry as XYZ:
```
20
C5H11N3O wB97M-V/def2-TZVPD
C -0.76 0.16 2.24
C 0.12 -0.16 -1.43
C 0.17 0.52 -0.19
C 0.18 -0.37 1.18
N 0.54 -1.45 -1.61
N -0.32 0.51 -2.53
N -0.43 1.83 -0.26
C 1.37 0.32 0.75
O 0.03 -1.80 1.09
H 0.85 -2.18 1.44
H 0.19 -1.92 -2.42
H 0.50 -2.00 -0.75
H -0.41 1.50 -2.36
H 0.05 0.24 -3.42
H -1.40 1.81 0.07
H 0.10 2.47 0.33
H 2.16 -0.33 0.35
H -1.79 -0.07 1.99
H -0.52 -0.32 3.18
H -0.63 1.23 2.36
```

#x
ORCA calculation (wB97M-V/def2-TZVPD) on 3 unconnected molecules or ions with the total composition C5H11N3O.

## Properties
Gap between HOMO and LUMO (alpha / beta) in eV: 9.193 / 7.825
Lowest unoccupied orbital energy (alpha / beta) in Eh: 0.0274 / 0.0135

Geometry as XYZ:
```
20
C5H11N3O wB97M-V/def2-TZVPD
C -2.75 -0.33 0.03
C 0.53 -0.19 1.70
N -1.97 0.77 0.53
N 0.50 0.58 0.47
C 0.03 0.34 -0.64
C 2.57 0.26 -0.46
C 3.18 -0.90 -0.37
O -2.29 1.93 -0.15
N -0.31 0.32 -1.82
H -2.41 1.72 -1.09
H 0.37 0.09 -2.53
H 2.94 1.22 -0.81
H -2.67 -0.46 -1.06
H -2.41 -1.24 0.53
H -3.82 -0.18 0.27
H 1.47 0.01 2.20
H -0.29 0.16 2.33
H 0.43 -1.26 1.52
H 2.68 -1.79 0.01
H 4.22 -1.04 -0.66
```

#y
ORCA calculation (wB97M-V/def2-TZVPD) on C5H11N3O in the gas phase.

## Properties
Gap between HOMO and LUMO in eV: 8.509
SMILES: C=C(N)N(O)/C=C(/C)N
Lowest unoccupied orbital energy in Eh: 0.0321

Geometry as XYZ:
```
20
C5H11N3O wB97M-V/def2-TZVPD
C -2.61 -0.40 0.67
C -1.78 0.33 -0.09
N -1.87 1.72 -0.23
N -0.80 -0.21 -0.94
O -0.82 -1.64 -0.96
C 0.53 0.30 -0.85
C 1.42 -0.11 0.07
C 2.83 0.40 0.06
N 1.11 -1.00 1.07
H -3.41 0.07 1.21
H -2.56 -1.46 0.68
H -0.99 2.18 -0.41
H -2.36 2.15 0.55
H -1.21 -1.87 -1.81
H 0.79 1.01 -1.61
H 3.15 0.64 1.07
H 2.92 1.29 -0.55
H 3.50 -0.35 -0.34
H 0.27 -1.53 0.94
H 1.89 -1.51 1.45
```

Least stable = #x

#w
ORCA calculation (wB97M-V/def2-TZVPD) on C5H11N3O in the gas phase.

## Properties
Gap between HOMO and LUMO (alpha / beta) in eV: 6.993 / 7.014
Lowest unoccupied orbital energy (alpha / beta) in Eh: 0.0280 / 0.0281

Geometry as XYZ:
```
20
C5H11N3O wB97M-V/def2-TZVPD
C -0.14 0.81 1.98
C -0.33 0.64 -0.66
C -0.78 0.45 0.66
C 0.19 -0.67 -0.37
N -0.97 1.07 -1.82
N -0.52 -1.91 -0.53
N 2.42 -0.12 -1.34
C 1.61 -0.63 -0.33
O -2.18 0.28 0.77
H -2.44 0.34 1.70
H -1.72 1.72 -1.66
H -1.24 0.33 -2.46
H -1.35 -1.96 0.05
H 0.09 -2.70 -0.33
H 1.91 0.42 -2.03
H 3.24 0.39 -1.03
H 2.14 -1.16 0.45
H 0.93 0.94 1.86
H -0.57 1.74 2.36
H -0.31 0.03 2.73
```

#x
ORCA calculation (wB97M-V/def2-TZVPD) on 2 unconnected molecules or ions with the total composition C5H11N3O.

## Properties
Gap between HOMO and LUMO in eV: 9.231
SMILES: CC(C)C(N)=O.N#CN
Lowest unoccupied orbital energy in Eh: 0.0011

Geometry as XYZ:
```
20
C5H11N3O wB97M-V/def2-TZVPD
C 0.33 0.01 1.95
C 0.81 0.66 0.66
C 0.04 1.86 0.27
C 0.80 -0.48 -0.54
N 1.11 0.06 -1.77
O 1.15 -1.63 -0.28
H 0.79 -0.97 2.07
H -0.75 -0.12 1.93
H 0.58 0.63 2.80
H 1.88 0.85 0.68
H -0.38 2.42 1.10
H 0.52 2.51 -0.45
H -1.02 1.39 -0.23
H 0.65 0.91 -2.07
H 1.28 -0.61 -2.50
N -1.95 0.34 -0.74
C -1.41 -0.73 -0.79
N -1.48 -2.05 -0.86
H -2.34 -2.50 -0.58
H -0.61 -2.53 -0.66
```

Least stable = #w